{"formula": "C32H39BaCl3GeNO4P3SbSe4", "method": "ωB97M-V/def2-TZVPD", "orbital_gap_ev": [4.20, 4.62], "s2": 1.7762, "mol_weight_g_mol": 1348.486, "spin_multiplicity": 2, "energy_ha": -15951.6482, "de_lowest_ev": 0.000, "fmax_ev_per_a": 2.270, "lumo_energy_ha": [-0.0965, -0.0685], "elements": ["Ba", "C", "C", "P", "C", "C", "C", "C", "C", "C", "C", "C", "C", "C", "C", "C", "P", "C", "C", "C", "C", "C", "C", "C", "C", "C", "C", "C", "C", "H", "H", "H", "H", "H", "H", "H", "H", "H", "H", "H", "H", "H", "H", "H", "H", "H", "H", "H", "H", "H", "H", "H", "H", "N", "C", "O", "C", "C", "H", "H", "H", "H", "H", "H", "Se", "Sb", "Se", "Se", "Se", "Cl", "Ge", "Cl", "Cl", "C", "O", "P", "O", "C", "O", "C", "H", "H", "H", "H", "H", "H", "H", "H", "H"], "positions_angstrom": [[8.81091, 11.06850, 13.64276], [11.29569, 11.85816, 9.46493], [12.07659, 10.70320, 10.06316], [13.78388, 11.19086, 10.54782], [14.65648, 10.96832, 8.98077], [14.80203, 9.68245, 8.43060], [15.60661, 9.45740, 7.31495], [16.24404, 10.53049, 6.70350], [16.04274, 11.83793, 7.21599], [15.23899, 12.05281, 8.35958], [14.29560, 9.70341, 11.48476], [15.71010, 9.40166, 11.47343], [16.18734, 8.36764, 12.23057], [15.31456, 7.47156, 12.89509], [13.96702, 7.77857, 12.87005], [13.45978, 8.89375, 12.23653], [10.31718, 12.78086, 10.76739], [11.55021, 13.96783, 11.37071], [12.36387, 14.73663, 10.55063], [13.31719, 15.61574, 11.10709], [13.39646, 15.71862, 12.48452], [12.54331, 14.97959, 13.31714], [11.57885, 14.14461, 12.76247], [9.29062, 13.80164, 9.71465], [9.01402, 15.14566, 10.03687], [8.07004, 15.86208, 9.32300], [7.44943, 15.36041, 8.15366], [7.80680, 14.06761, 7.78225], [8.73713, 13.29841, 8.54034], [10.59164, 11.47404, 8.77160], [11.91448, 12.58108, 8.88684], [12.04928, 9.82648, 9.35442], [11.62411, 10.38227, 10.99738], [14.26737, 8.80864, 8.84983], [15.65561, 8.47076, 6.90000], [16.93781, 10.30501, 5.89154], [16.46548, 12.70482, 6.69278], [15.11976, 13.08081, 8.68951], [16.45042, 9.94511, 10.87591], [17.26412, 8.22110, 12.36805], [15.74870, 6.67664, 13.44503], [13.25369, 7.07584, 13.33674], [12.34744, 9.08686, 12.23427], [12.19157, 14.63971, 9.49299], [13.93923, 16.22495, 10.43303], [14.06010, 16.47261, 12.92378], [12.63662, 14.93153, 14.39646], [10.88037, 13.63099, 13.40051], [9.52356, 15.62847, 10.87854], [7.83804, 16.82624, 9.76709], [6.69380, 15.94308, 7.54503], [7.42844, 13.58682, 6.85020], [8.98556, 12.32950, 8.17735], [7.73184, 13.49811, 16.84651], [7.32286, 13.56323, 15.53002], [8.08003, 13.72034, 14.58204], [5.81994, 13.24863, 15.26473], [5.77794, 11.76914, 15.20337], [8.71403, 13.45836, 17.07784], [7.09782, 13.13362, 17.52697], [5.57959, 13.64608, 14.30403], [5.24301, 13.61448, 16.11029], [5.16832, 11.25356, 14.45317], [6.02046, 11.19819, 16.12544], [15.67231, 12.06215, 15.55272], [13.66511, 10.58615, 15.47304], [12.14106, 13.28790, 17.29186], [14.22245, 9.59121, 17.70174], [11.47724, 12.06215, 15.51416], [11.25642, 6.52159, 9.28303], [10.27552, 7.04037, 11.27459], [8.88709, 9.35375, 11.47586], [8.65462, 5.52343, 11.30144], [6.99368, 7.38187, 14.97142], [7.87014, 7.71529, 16.04952], [9.34191, 8.38330, 15.68657], [9.83935, 8.34358, 17.21412], [9.39444, 9.27223, 18.20205], [10.16376, 7.12935, 15.06641], [10.42882, 5.98712, 15.96873], [6.02446, 7.18417, 15.36937], [7.33506, 6.45427, 14.49591], [6.96249, 8.13097, 14.16676], [9.73520, 8.93493, 19.18736], [8.28397, 9.29625, 18.19676], [9.80591, 10.27523, 17.95383], [10.45696, 5.05215, 15.32334], [9.66974, 5.90619, 16.75327], [11.40381, 6.15426, 16.45525]], "forces_ev_per_a": [[0.4, 0.9, 0.1], [0.2, 0.8, 0.6], [0.3, -0.8, -0.6], [-0.4, 0.3, 0.6], [0.0, -1.0, 0.1], [-0.1, -0.4, -0.3], [-0.7, 0.7, 0.5], [0.2, 0.8, 0.6], [-0.2, -0.6, -0.4], [1.0, 0.0, -1.5], [1.9, -0.1, -0.6], [-1.1, 0.4, 0.1], [0.2, -1.1, 0.8], [0.1, 2.1, -0.8], [-0.5, -1.7, 0.8], [-1.1, 0.7, -0.9], [0.9, -0.5, -0.2], [-0.6, 0.4, 0.9], [0.5, 0.2, 0.6], [-0.8, -0.4, -1.0], [0.0, 0.4, 0.7], [-0.1, -0.4, -0.2], [1.0, 0.4, -0.9], [-0.2, 1.0, -0.9], [-0.2, -0.6, 0.2], [-0.2, 0.3, -0.2], [-0.2, 0.0, 0.2], [0.6, -0.8, -0.5], [-1.3, 1.4, -0.2], [-0.7, -0.4, -0.6], [-0.2, -0.4, 0.4], [0.2, 0.7, 0.8], [-0.3, -0.1, 0.0], [0.4, 0.7, 0.0], [0.2, -0.4, -0.1], [-0.3, 0.5, 0.0], [0.0, -0.4, 0.3], [-0.1, -0.2, 0.3], [-0.6, 0.2, 0.2], [-0.4, 0.0, -0.4], [0.0, -0.8, 0.4], [0.4, 0.5, -0.1], [1.4, -0.3, 0.2], [0.4, 0.2, -0.4], [-0.3, -0.3, 0.5], [0.0, -0.6, -0.1], [0.1, 0.6, 0.0], [0.0, -0.1, 0.1], [-0.3, -0.3, -0.2], [-0.1, 0.1, -0.6], [1.1, -0.7, 1.0], [0.2, 0.6, 0.8], [0.0, -0.6, -0.1], [-0.4, 0.0, -1.6], [-0.2, -0.3, 1.0], [0.2, -0.3, 0.1], [1.7, -0.5, 0.7], [-0.5, -1.1, 0.6], [0.2, 0.2, -0.2], [-0.3, 0.1, 0.3], [-0.4, 0.7, -0.3], [-0.4, 0.3, -0.1], [0.3, 0.2, 0.2], [-0.1, 0.3, -0.8], [-0.6, -0.2, 0.3], [1.5, -1.7, -0.3], [-0.5, 0.3, 0.3], [-0.3, 0.8, -0.7], [-0.5, 0.4, 0.5], [-0.4, 0.3, 0.2], [0.9, -0.5, 0.1], [-0.4, -0.2, -0.5], [-0.2, 0.1, -0.1], [1.0, -0.6, -0.6], [0.0, 0.6, -0.5], [-0.3, -1.5, 0.5], [0.5, 0.1, -0.1], [-0.5, 0.6, -0.4], [-0.3, 0.3, 1.1], [0.4, -0.6, -0.8], [-0.7, 0.2, 0.3], [0.0, 0.1, 0.0], [-0.1, 0.1, 0.3], [0.1, 0.1, -0.4], [0.5, 0.1, 0.1], [-0.2, -0.5, 0.4], [-0.1, 1.3, 0.8], [0.0, 0.0, -0.4], [-0.4, -0.1, -0.3]], "lowdin_charge": [1.20, -0.38, -0.43, 1.06, -0.42, -0.09, -0.08, -0.08, -0.07, -0.11, -0.38, -0.10, -0.09, -0.07, -0.13, -0.19, 1.00, -0.42, -0.10, -0.07, -0.07, -0.07, -0.15, -0.40, -0.10, -0.09, -0.09, -0.09, -0.09, 0.04, 0.09, 0.10, 0.00, 0.12, 0.10, 0.10, 0.10, 0.09, 0.11, 0.11, 0.09, 0.11, 0.07, 0.10, 0.11, 0.11, 0.08, -0.02, 0.11, 0.10, 0.12, 0.11, 0.08, 0.20, -0.55, -0.10, -0.16, -0.01, 0.09, 0.10, 0.11, 0.12, 0.07, 0.08, -0.08, 0.03, 0.05, -0.22, -0.32, -0.14, 0.11, -0.40, -0.10, -0.13, -0.36, 0.72, -0.36, -0.10, -0.38, -0.08, 0.08, 0.09, 0.06, 0.10, 0.08, 0.07, 0.11, 0.08, 0.09]}